ORCA calculation (the ωB97M-V functional and the def2-TZVPD basis) on 8 unconnected molecules or ions with the total composition C4H25NO7S in a non-equilibrium geometry.

```
38
Properties=species:S:1:pos:R:3:lowdin_charge:R:1
C 0.111 2.562 -0.188 -0.10
C -0.427 1.470 -1.097 -0.29
N -1.789 1.081 -0.657 -0.06
C -1.930 -0.421 -0.519 -0.26
C -2.474 -0.900 -1.857 -0.54
S -2.844 -2.690 -2.018 0.70
H 0.374 2.113 0.767 0.04
H -0.756 3.140 0.151 0.08
H 0.994 3.160 -0.398 0.08
H -0.530 2.058 -2.025 0.10
H 0.227 0.629 -1.312 0.08
H -1.902 1.332 0.320 0.03
H -0.996 -0.878 -0.220 0.10
H -2.688 -0.531 0.247 0.11
H -1.752 -0.619 -2.618 0.04
H -3.414 -0.452 -2.113 0.06
H -1.728 -3.325 -1.635 -0.20
O 2.196 -2.543 -1.313 -0.08
H 2.654 -3.012 -2.051 0.08
H 1.791 -1.667 -1.577 0.06
O 0.577 2.557 3.462 -0.05
H 1.123 3.025 2.863 0.00
H 1.083 2.165 4.200 0.07
O -2.005 1.738 2.222 -0.06
H -2.497 2.454 2.582 0.03
H -1.121 1.909 2.654 0.03
O -0.168 -3.517 0.452 -0.05
H -0.915 -3.973 0.032 0.02
H 0.470 -3.273 -0.191 -0.03
O 3.233 2.391 2.722 -0.06
H 2.899 1.567 2.336 0.05
H 3.657 1.910 3.446 0.05
O 0.904 -0.508 -3.566 -0.05
H 1.098 0.428 -3.488 0.04
H 0.120 -0.458 -4.113 0.04
O 2.399 -2.661 1.657 -0.06
H 2.268 -2.983 0.787 -0.05
H 1.758 -3.279 2.055 0.04
```

The calculation puts the total energy at -31210.4758 eV. The value obtained for the HOMO energy is -8.8 eV. As for the SMILES: CCNCCS.O.O.O.O.O.O.O. The value obtained for the energy above the lowest of the compared OMol25 structures with the same formula, charge and spin is 20.7 kcal per mole. As for the charge: 0. Its frontier orbital gap is 9.00 eV.